--- P ---
DFT (wB97M-V/def2-TZVPD) results for 12 unconnected molecules or ions with the total composition H24O12.

Atoms and positions in Å:
O 0.031 -0.576 -0.472
O 1.092 2.441 1.775
O -0.889 0.979 3.189
O -0.118 -4.155 -2.391
O -3.034 0.817 -0.791
O -2.853 -1.707 3.135
O 0.414 1.176 -2.459
O 2.064 -1.998 0.542
O -0.983 3.683 -1.974
O -0.904 -2.352 -1.203
O 2.833 -2.459 3.490
O 1.636 3.279 -2.270
H -0.512 1.272 -2.705
H 2.772 -1.796 -0.080
H -2.641 0.721 -1.666
H -0.060 0.083 -1.169
H 0.441 2.869 1.208
H -2.303 -1.385 2.411
H 2.556 -2.905 2.682
H 0.760 -0.249 0.067
H -0.719 0.623 4.069
H -0.228 3.245 -1.566
H -2.908 -0.957 3.739
H 1.258 -1.800 0.052
H 0.888 1.241 -3.296
H -0.213 -3.955 -3.329
H -1.024 1.921 3.340
H 2.352 2.925 -2.811
H 0.822 -4.029 -2.218
H -1.388 -3.166 -1.024
H 1.929 3.128 -1.365
H -2.577 0.160 -0.255
H -0.665 4.574 -2.159
H -1.583 -1.668 -1.193
H 1.216 3.063 2.501
H 2.540 -3.046 4.196

## Properties
* Kohn-Sham gap: 9.64 eV
* structure (SMILES): O.O.O.O.O.O.O.O.O.O.O.O
* lowest unoccupied orbital energy: -0.00631 Eh
* highest occupied orbital energy: -0.3605 hartree

***

--- Q ---
DFT (wB97M-V/def2-TZVPD) results for 12 unconnected molecules or ions with the total composition H24O12.

Atoms and positions in Å:
O 2.387 1.310 -0.511
O 0.338 -1.071 0.470
O 1.289 0.101 -2.517
O 0.757 -3.320 -0.854
O -2.454 -2.351 -2.553
O 0.322 1.725 2.832
O 2.652 -0.225 2.818
O -3.689 2.088 1.770
O -0.718 4.499 -0.699
O -1.415 1.280 -4.564
O 3.575 -1.727 0.212
O -3.020 -1.563 2.607
H 3.132 -1.173 0.903
H 0.953 1.004 3.238
H 0.034 4.023 -0.280
H -4.656 1.946 1.329
H 0.725 0.582 -1.785
H -2.798 -1.561 -2.203
H 2.061 -0.825 2.482
H -2.132 0.878 -4.265
H 2.808 -0.256 3.651
H 2.440 0.947 0.295
H -0.545 -1.328 0.603
H 1.678 -3.625 -1.142
H 2.803 2.026 -0.479
H -3.260 1.380 1.773
H -1.378 4.088 -0.380
H -0.489 1.232 2.679
H 2.189 0.734 -2.419
H -2.480 -2.226 3.108
H -0.902 0.537 -5.057
H 0.860 -2.825 -0.016
H 3.967 -1.038 -0.514
H -1.542 -2.315 -2.708
H -3.917 -1.956 2.638
H 0.428 -0.996 -0.463

## Properties
* Kohn-Sham gap: 10.53 eV
* structure (SMILES): O.O.O.O.O.O.O.O.O.O.O.O
* lowest unoccupied orbital energy: -0.01046 Eh
* highest occupied orbital energy: -0.3974 hartree

***

--- R ---
DFT (wB97M-V/def2-TZVPD) results for a molecular structure, H24O12.

Atoms and positions in Å:
O 0.957 3.070 1.885
O -2.202 2.249 -2.636
O -2.152 -0.521 -3.052
O 1.744 -2.682 1.992
O 1.593 1.957 -0.667
O -0.362 0.244 0.059
O 1.722 -1.165 0.886
O 2.662 -0.861 -2.056
O -2.644 -0.077 1.857
O 0.141 -2.130 -1.663
O 1.216 1.147 2.990
O -1.450 -0.010 3.410
H 1.793 -0.869 -2.419
H 3.230 -1.185 -2.746
H 0.908 1.666 2.187
H -2.067 0.258 4.016
H -1.985 2.430 -3.526
H -1.930 0.027 1.296
H 0.615 3.840 1.597
H 0.054 -2.950 -1.109
H 0.509 0.450 2.867
H -3.018 -0.447 -2.682
H 2.439 -0.638 0.856
H 0.960 2.710 0.950
H -0.775 -0.239 -0.886
H 0.550 -0.158 0.217
H -0.290 -2.352 -2.457
H -1.926 1.340 -2.342
H 1.728 -1.203 -0.045
H -2.310 -1.108 -3.671
H 0.773 1.375 -0.770
H 1.367 -3.461 1.815
H 1.356 -1.926 1.372
H -1.846 -0.166 2.526
H 1.523 2.481 -1.608
H -2.872 -1.094 1.573

## Properties
* Kohn-Sham gap: 7.63 eV
* lowest unoccupied orbital energy: -0.03541 Eh
* highest occupied orbital energy: -0.3158 hartree

***

--- S ---
DFT (wB97M-V/def2-TZVPD) results for 12 unconnected molecules or ions with the total composition H24O12.

Atoms and positions in Å:
O 1.197 0.709 2.768
O 2.090 0.834 -2.295
O 0.149 -0.157 -0.351
O -1.951 -1.296 -2.410
O 0.220 -1.482 4.152
O -1.478 2.019 -0.651
O -2.602 -0.635 0.377
O -1.394 1.358 -3.303
O -0.132 -2.497 1.296
O 2.999 0.456 0.538
O 0.850 -2.140 -2.115
O 1.322 2.577 0.020
H 0.592 2.617 -0.516
H -1.456 1.845 -2.481
H -2.272 1.436 -0.586
H -3.553 -0.543 0.312
H 1.570 -2.190 -1.546
H 2.388 1.210 0.549
H -1.840 2.903 -0.737
H 0.313 -1.032 3.318
H -0.113 -2.965 2.120
H 0.432 -3.027 0.765
H 0.961 2.572 0.918
H 2.004 0.535 -1.359
H -0.393 0.581 -0.513
H -2.832 -1.395 -2.686
H 3.449 0.577 1.383
H -0.060 -0.861 4.808
H 0.421 -1.404 -1.730
H -0.231 -0.482 0.476
H 1.856 0.739 3.476
H 2.082 0.044 -2.818
H -1.934 -1.389 -1.460
H -2.526 -0.395 1.253
H -1.771 0.506 -2.986
H 1.646 0.372 2.010

## Properties
* Kohn-Sham gap: 9.41 eV
* structure (SMILES): O.O.O.O.O.O.O.O.O.O.O.O
* lowest unoccupied orbital energy: -0.01795 Eh
* highest occupied orbital energy: -0.3637 hartree

***

Least stable of them? R.

***

--- P ---
DFT (wB97M-V/def2-TZVPD) results for a gas-phase ion, C5H11NO (charge +1).

Atoms and positions in Å:
O 0.879 1.147 1.589
N -0.142 -0.341 0.342
C 0.198 -0.779 2.803
C -0.063 0.506 -0.817
C 0.272 0.076 1.595
C -1.355 0.357 -1.628
C 1.196 0.228 -1.714
H -0.745 -0.619 3.341
H -1.496 1.146 -2.367
H 0.890 -0.031 -2.718
H -1.471 -0.552 -2.224
H -2.221 0.437 -0.965
H 1.782 -0.582 -1.287
H 0.045 -1.815 2.492
H 1.006 -0.574 3.490
H 1.827 1.105 -1.598
H -0.558 -1.251 0.161
H -0.043 1.541 -0.494

## Properties
* Kohn-Sham gap (spin up / spin down): 12.81 / 7.11 eV
* lowest unoccupied orbital energy (spin up / spin down): -0.13227 / -0.32497 Eh
* highest occupied orbital energy (spin up / spin down): -0.6031 / -0.5861 hartree
* net charge: +1
* multiplicity: 2

***

--- Q ---
DFT (wB97M-V/def2-TZVPD) results for a gas-phase ion, C5H11NO (charge +1).

Atoms and positions in Å:
O 0.875 2.011 -0.136
N -2.518 -1.086 1.451
C -0.630 -0.638 0.089
C 0.949 -0.559 0.282
C -1.491 -0.363 1.082
C 0.957 1.229 -1.368
C 1.598 -0.117 -1.095
H 1.459 1.820 -2.174
H -0.021 2.410 -0.229
H -1.082 0.207 2.020
H -0.970 -1.151 -0.866
H -2.497 -2.076 1.511
H -3.131 -0.787 2.218
H 1.487 -0.813 -1.918
H 1.402 -1.510 0.594
H -0.077 1.040 -1.476
H 1.017 0.341 0.952
H 2.673 0.043 -0.939

## Properties
* Kohn-Sham gap (spin up / spin down): 9.80 / 6.65 eV
* lowest unoccupied orbital energy (spin up / spin down): -0.16072 / -0.27622 Eh
* highest occupied orbital energy (spin up / spin down): -0.5208 / -0.5208 hartree
* net charge: +1
* multiplicity: 2

***

--- R ---
DFT (wB97M-V/def2-TZVPD) results for 2 unconnected molecules or ions with the total composition C5H11NO.

Atoms and positions in Å:
O -0.897 -0.612 3.110
N -0.750 0.702 0.370
C -1.868 1.278 0.035
C 1.975 0.829 -0.233
C 1.309 -0.520 -0.580
C -0.223 -0.354 -0.533
C -0.976 -1.015 -1.505
H 1.748 -1.214 0.051
H 1.782 1.468 -1.165
H -1.994 -1.206 -1.208
H 1.442 1.109 0.722
H -0.383 -0.146 2.369
H -0.874 -1.566 2.819
H -1.954 2.244 0.566
H 1.394 -0.899 -1.594
H -0.601 -1.830 -2.054
H 3.075 0.645 -0.154
H -2.206 1.086 -1.015

## Properties
* Kohn-Sham gap (spin up / spin down): 8.35 / 5.51 eV
* lowest unoccupied orbital energy (spin up / spin down): -0.22563 / -0.32963 Eh
* highest occupied orbital energy (spin up / spin down): -0.5325 / -0.5321 hartree
* net charge: +1
* multiplicity: 2

***

Least stable of them? R.

***

--- P ---
DFT (wB97M-V/def2-TZVPD) results for a gas-phase ion, C3H10N3 (charge +1).

Atoms and positions in Å:
N -1.348 1.485 -0.168
N 1.278 0.466 0.175
N 0.288 -0.431 0.201
C -0.990 -0.201 -0.017
C -2.105 -1.082 0.052
C 2.635 0.162 -0.145
H -2.851 -1.012 0.802
H 3.387 0.783 0.250
H -0.974 2.075 0.556
H 0.917 1.336 -0.249
H 2.957 0.001 -1.119
H -1.707 -2.176 -0.096
H 0.694 -1.303 0.438
H -2.626 -1.009 -0.815
H 2.771 -0.765 0.269
H -2.326 1.672 -0.134

## Properties
* Kohn-Sham gap: 9.68 eV
* structure (SMILES): CNNC(C)=[NH2+]
* lowest unoccupied orbital energy: -0.15447 Eh
* highest occupied orbital energy: -0.5104 hartree
* net charge: +1

***

--- Q ---
DFT (wB97M-V/def2-TZVPD) results for 2 unconnected molecules or ions with the total composition C3H10N3.

Atoms and positions in Å:
N -2.449 0.620 0.206
N 1.541 0.545 -1.627
N 1.589 -0.133 0.587
C -1.250 -1.463 0.542
C 2.099 0.481 -0.441
C -1.594 -0.209 0.909
H -2.227 1.604 0.251
H 0.608 -0.490 0.665
H -2.712 0.367 -0.735
H 1.933 1.113 -2.363
H 0.601 0.196 -1.762
H 2.186 -0.162 1.400
H -1.186 0.335 1.757
H -1.562 -1.806 -0.437
H 3.096 0.900 -0.356
H -0.968 -2.170 1.311

## Properties
* Kohn-Sham gap: 8.92 eV
* lowest unoccupied orbital energy: -0.12744 Eh
* highest occupied orbital energy: -0.4552 hartree
* net charge: +1

***

--- R ---
DFT (wB97M-V/def2-TZVPD) results for a molecular structure, C3H10N3.

Atoms and positions in Å:
N 1.366 -0.043 1.258
N -1.159 -0.550 0.031
N 1.367 0.129 -0.756
C -2.411 0.122 -0.217
C 0.655 0.615 0.214
C 2.211 -0.655 0.172
H 0.165 1.521 0.124
H 1.610 0.425 -1.709
H -3.004 -0.382 -1.090
H 1.958 -1.736 0.134
H 0.890 -0.554 1.988
H 3.247 -0.349 0.249
H -1.261 -1.098 0.819
H -3.075 0.141 0.632
H -1.061 -1.108 -0.896
H -2.202 1.187 -0.559

## Properties
* Kohn-Sham gap: 11.00 eV
* lowest unoccupied orbital energy: -0.11348 Eh
* highest occupied orbital energy: -0.5177 hartree
* net charge: +1

***

--- S ---
DFT (wB97M-V/def2-TZVPD) results for 2 unconnected molecules or ions with the total composition C3H10N3.

Atoms and positions in Å:
N -2.443 0.606 0.023
N -0.284 -2.010 0.246
N -0.261 -0.630 0.157
C 0.893 -0.038 -0.033
C 2.336 0.088 -0.115
C 1.373 1.317 -0.070
H -0.746 -2.491 -0.493
H 2.862 0.052 0.832
H -2.213 1.518 -0.165
H 0.583 -2.436 0.419
H -2.905 0.111 -0.751
H 1.214 1.875 -1.044
H -3.026 0.613 0.897
H 1.397 1.873 0.842
H -1.593 -0.099 0.231
H 2.814 -0.351 -0.975

## Properties
* Kohn-Sham gap: 9.97 eV
* lowest unoccupied orbital energy: -0.12033 Eh
* highest occupied orbital energy: -0.4867 hartree
* net charge: +1

***

Least stable of them? P.

***

--- P ---
DFT (wB97M-V/def2-TZVPD) results for 2 unconnected molecules or ions with the total composition C3H10N3.

Atoms and positions in Å:
N 1.214 -2.097 0.009
N -0.791 1.262 -0.530
N 0.163 -0.103 0.533
C 1.126 0.672 1.285
C 0.327 -1.237 -0.209
C -0.766 -1.432 -1.289
H -0.868 -2.438 -1.786
H 1.961 -2.041 0.688
H -0.202 1.550 -1.263
H 1.338 1.622 0.758
H -0.995 2.008 0.130
H -1.683 1.162 -0.931
H -1.708 -1.036 -0.895
H 0.618 0.943 2.257
H 2.094 0.197 1.366
H -0.515 -0.836 -2.222

## Properties
* Kohn-Sham gap (spin up / spin down): 7.84 / 7.84 eV
* lowest unoccupied orbital energy (spin up / spin down): -0.24103 / -0.24101 Eh
* highest occupied orbital energy (spin up / spin down): -0.5291 / -0.5291 hartree
* net charge: +1

***

--- Q ---
DFT (wB97M-V/def2-TZVPD) results for 2 unconnected molecules or ions with the total composition C3H10N3.

Atoms and positions in Å:
N -0.848 -0.988 -0.311
N 2.361 0.194 -0.336
N -1.245 1.371 -0.195
C 1.448 0.206 0.603
C -1.753 -1.379 0.503
C -0.361 0.340 -0.524
H -0.151 -1.741 -0.643
H -1.805 1.426 0.583
H 1.397 1.153 1.111
H 2.297 1.019 -0.870
H 0.138 0.464 -1.464
H -1.833 -2.423 0.748
H 2.414 -0.636 -0.840
H 1.442 -0.564 1.322
H -2.524 -0.638 0.991
H -0.977 2.196 -0.677

## Properties
* Kohn-Sham gap (spin up / spin down): 7.29 / 7.29 eV
* lowest unoccupied orbital energy (spin up / spin down): -0.16523 / -0.16527 Eh
* highest occupied orbital energy (spin up / spin down): -0.4332 / -0.4332 hartree
* net charge: +1

***

Least stable of them? P.

***

--- P ---
DFT (wB97M-V/def2-TZVPD) results for 2 unconnected molecules or ions with the total composition C3H10N3.

Atoms and positions in Å:
N 2.336 -0.348 0.575
N 1.548 0.763 -2.033
N -2.867 -0.370 1.515
C -2.572 0.853 1.039
C 1.190 -0.583 -0.064
C 0.845 -0.174 -1.308
H -1.511 1.061 0.920
H 2.542 0.835 -1.884
H 2.965 0.296 0.139
H 1.690 0.388 -3.053
H 0.468 -1.242 0.341
H -2.178 -1.049 1.543
H -3.801 -0.626 1.652
H -3.311 1.591 1.027
H 2.861 -1.019 1.254
H -0.206 -0.378 -1.662

## Properties
* Kohn-Sham gap: 3.97 eV
* lowest unoccupied orbital energy: -0.22965 Eh
* highest occupied orbital energy: -0.3756 hartree
* net charge: +1

***

--- Q ---
DFT (wB97M-V/def2-TZVPD) results for 2 unconnected molecules or ions with the total composition C3H10N3.

Atoms and positions in Å:
N -1.270 -0.188 -0.277
N 2.315 0.370 0.266
N 1.860 -1.802 0.746
C 1.526 -0.649 0.309
C -1.508 0.174 -1.596
C -1.686 0.784 0.633
H -0.947 0.935 1.419
H -2.168 1.076 -1.746
H 1.212 -2.558 0.908
H -1.984 1.760 0.159
H -2.429 0.270 1.191
H 3.084 0.367 0.894
H 1.784 1.234 0.039
H 2.752 -1.829 1.302
H -1.797 -0.602 -2.189
H -0.744 0.659 -2.057

## Properties
* Kohn-Sham gap (spin up / spin down): 6.34 / 9.84 eV
* lowest unoccupied orbital energy (spin up / spin down): -0.23916 / -0.15330 Eh
* highest occupied orbital energy (spin up / spin down): -0.4721 / -0.5148 hartree
* net charge: +1

***

--- R ---
DFT (wB97M-V/def2-TZVPD) results for a molecular structure, C3H10N3.

Atoms and positions in Å:
N -2.084 0.080 -0.108
N -1.104 1.062 -0.063
N -0.066 -1.349 -0.080
C 0.467 -0.086 -0.059
C 1.568 0.519 -0.858
C 1.639 0.426 0.675
H 2.109 -0.208 -1.322
H -1.066 1.568 0.878
H 2.341 -0.249 1.208
H -1.672 -0.969 -0.195
H 0.264 -2.017 -0.884
H -0.075 -1.777 0.794
H 1.511 1.468 -1.225
H 1.503 1.351 1.222
H -2.524 -0.077 0.831
H -2.813 0.260 -0.814

## Properties
* Kohn-Sham gap: 10.97 eV
* lowest unoccupied orbital energy: -0.12306 Eh
* highest occupied orbital energy: -0.5261 hartree
* net charge: +1

***

Least stable of them? Q.

***

--- P ---
DFT (wB97M-V/def2-TZVPD) results for C5H8O3 in the gas phase.

Atoms and positions in Å:
O 0.137 -2.091 0.049
O -2.794 0.960 -0.249
O -2.465 -1.237 0.013
C 0.410 -0.749 -0.027
C -0.591 0.250 0.321
C 2.359 0.934 -0.061
C 1.714 -0.411 -0.076
C -1.857 -0.021 -0.043
H -3.405 -1.122 -0.176
H -0.816 -2.215 0.141
H 2.409 -1.240 -0.085
H 1.692 1.723 0.272
H -0.288 1.280 0.411
H 2.733 1.184 -1.057
H -2.463 1.837 -0.033
H 3.226 0.917 0.600

## Properties
* Kohn-Sham gap: 7.74 eV
* structure (SMILES): C/C=C(/O)C=C(O)O
* lowest unoccupied orbital energy: 0.01269 Eh
* highest occupied orbital energy: -0.2717 hartree

***

--- Q ---
DFT (wB97M-V/def2-TZVPD) results for C5H8O3 in the gas phase.

Atoms and positions in Å:
O -1.027 -2.904 -0.708
O -0.250 -1.614 1.126
O -1.597 -0.073 -1.635
C 1.642 0.252 0.149
C -0.413 1.701 0.355
C 0.144 0.343 0.029
C -0.602 -0.526 -0.785
C -0.551 -1.869 -0.315
H 0.558 -1.481 1.646
H -0.282 2.352 -0.516
H 2.007 -0.757 -0.050
H -2.320 -0.722 -1.636
H -1.483 1.655 0.565
H 0.106 2.165 1.197
H 1.981 0.532 1.149
H 2.087 0.948 -0.571

## Properties
* Kohn-Sham gap (spin up / spin down): 7.93 / 7.93 eV
* structure (SMILES): CC(C)=C(O)C(=O)O
* lowest unoccupied orbital energy (spin up / spin down): -0.00322 / -0.00316 Eh
* highest occupied orbital energy (spin up / spin down): -0.2945 / -0.2945 hartree

***

--- R ---
DFT (wB97M-V/def2-TZVPD) results for C5H8O3 in the gas phase.

Atoms and positions in Å:
O 1.296 2.519 0.727
O 1.778 1.443 1.610
O -0.667 2.351 -0.629
C 1.332 0.147 1.159
C 0.698 1.916 -0.446
C 0.405 -0.431 2.254
C 0.648 0.473 -0.097
C 0.113 -0.464 -0.955
H -0.321 0.333 2.594
H 2.204 -0.481 0.965
H -0.104 -1.327 1.902
H 1.030 -0.696 3.109
H 0.104 -1.506 -0.670
H 1.336 2.111 -1.302
H -1.162 2.234 0.216
H -0.222 -0.155 -1.971

## Properties
* Kohn-Sham gap: 10.12 eV
* structure (SMILES): C=C1[C@H](C)OO[C@@H]1O
* lowest unoccupied orbital energy: 0.02410 Eh
* highest occupied orbital energy: -0.3477 hartree

***

Least stable of them? R.